{"formula": "C22H34GeN2O2PtSi", "method": "ωB97M-V/def2-TZVPD", "elements": ["Pt", "Ge", "Si", "O", "O", "N", "N", "C", "C", "C", "C", "C", "C", "C", "C", "C", "C", "C", "C", "C", "C", "C", "C", "C", "C", "C", "C", "C", "C", "H", "H", "H", "H", "H", "H", "H", "H", "H", "H", "H", "H", "H", "H", "H", "H", "H", "H", "H", "H", "H", "H", "H", "H", "H", "H", "H", "H", "H", "H", "H", "H", "H", "H"], "positions_angstrom": [[-0.17212, -1.65523, 0.03499], [1.12538, -1.81932, -3.09544], [-2.43998, 2.67255, -1.01091], [-0.25499, 5.35389, 1.95858], [0.23297, 2.39971, 4.43072], [1.35884, -0.46653, 1.27867], [1.17023, 3.69943, 2.80830], [3.11247, -0.52939, 2.87770], [1.58177, 1.30836, 2.84761], [-3.44521, 3.57501, 0.30377], [0.93435, 2.53794, 3.45205], [-1.87953, -3.61295, 0.71433], [2.86479, -2.67148, -3.44438], [0.43994, -4.82237, 1.70575], [2.66098, 0.66106, 3.43328], [0.07491, -3.58328, 2.19074], [-1.09493, -2.95144, 1.70302], [-0.18285, -1.89147, -4.54987], [-1.86900, 0.98174, -0.43305], [-0.35074, -5.46738, 0.74304], [1.30763, 0.03015, -2.37767], [0.34767, -2.88503, -1.54375], [-3.36518, 2.36308, -2.61225], [0.95414, 0.71356, 1.76591], [0.42444, 4.92064, 3.10698], [-0.82488, 3.65402, -1.22761], [-1.40668, -0.10666, -0.13577], [2.43036, -1.06721, 1.80281], [-1.49306, -4.86317, 0.24326], [-2.10401, -5.37919, -0.48509], [-3.85275, 4.48361, -0.14076], [1.09975, 5.68173, 3.49753], [0.18176, 6.11796, 1.57282], [0.23038, -1.40100, -5.43086], [-1.53092, -2.11858, 2.24785], [-2.82621, 3.85195, 1.15649], [-3.67971, 3.29941, -3.07353], [-0.12157, 3.40866, -0.43036], [1.77973, 3.71716, 2.00655], [1.03907, -3.63332, -1.13657], [-0.07837, -6.45680, 0.39941], [2.73749, -3.72115, -3.70406], [-1.04229, 4.71969, -1.17198], [2.04699, 0.57595, -2.96205], [-0.42662, -2.91838, -4.81922], [-0.56742, -3.36143, -1.90234], [1.31631, -5.32293, 2.09615], [2.75261, -1.99702, 1.34877], [-0.29984, 4.65590, 3.87316], [3.32480, -2.16202, -4.29100], [3.96921, -1.04842, 3.28334], [-4.25742, 1.76407, -2.41975], [-1.09389, -1.37030, -4.25732], [-2.74939, 1.82163, -3.33266], [0.62590, -3.12579, 3.00159], [0.35089, 0.54896, -2.44021], [-2.81941, -3.17659, 0.39894], [-0.36261, 3.43409, -2.19192], [1.63610, 0.01001, -1.33721], [3.52127, -2.58336, -2.58032], [3.13660, 1.07686, 4.31251], [-4.27562, 2.95467, 0.64510], [0.09746, 1.17577, 1.29616]], "forces_ev_per_a": [[0.0, 0.6, 1.2], [0.2, 0.6, 0.2], [0.0, 1.4, -0.1], [-0.1, -0.1, -0.1], [0.1, 0.0, -0.1], [-1.0, 0.3, -0.6], [-0.1, 0.2, 0.0], [-0.1, 0.0, 0.0], [-0.1, 0.0, 0.0], [0.1, -0.8, -0.3], [0.0, 0.0, 0.1], [0.0, 0.7, -0.2], [-0.4, 0.1, 0.1], [0.0, 0.2, 0.1], [0.0, 0.0, 0.0], [0.2, -0.3, 0.0], [-0.2, 0.1, -0.4], [0.1, -0.1, 0.3], [0.0, -0.4, 0.1], [-0.5, 0.1, -0.3], [0.0, -0.4, -0.2], [-0.9, 0.3, -1.1], [0.1, -0.2, 0.3], [0.2, 0.2, 0.2], [0.0, -0.1, 0.1], [-0.4, -0.7, -0.2], [1.6, -1.6, -0.3], [0.2, -0.2, 0.0], [0.4, -0.6, 0.0], [0.0, 0.0, 0.0], [0.0, 0.0, 0.0], [0.0, 0.0, -0.1], [0.0, 0.1, 0.1], [0.0, 0.0, 0.0], [0.1, 0.0, 0.0], [0.0, 0.0, 0.0], [0.0, 0.1, 0.1], [0.0, 0.1, 0.0], [0.0, -0.1, 0.0], [-0.2, 0.1, 0.6], [0.0, 0.0, 0.0], [0.0, 0.0, 0.0], [0.0, 0.0, 0.0], [0.0, 0.0, 0.0], [0.0, 0.0, 0.0], [0.1, -0.3, 0.3], [0.0, 0.0, 0.0], [-0.1, 0.0, 0.0], [0.0, 0.0, 0.0], [0.0, 0.0, 0.0], [0.0, 0.0, 0.0], [0.0, 0.0, 0.0], [0.0, 0.0, 0.0], [0.0, 0.0, 0.0], [0.0, 0.0, 0.0], [0.0, 0.0, 0.0], [0.0, 0.0, 0.1], [0.1, 0.1, 0.0], [0.1, 0.2, -0.1], [0.0, 0.0, 0.0], [0.0, 0.0, 0.0], [-0.1, 0.1, 0.1], [0.0, 0.0, 0.0]], "mulliken_charge": [1.61, 0.56, 0.06, -0.44, -0.59, -0.38, -0.09, -0.93, 0.13, -0.94, 0.12, -0.20, -1.13, -0.47, -0.27, -0.52, -0.63, -1.14, 1.88, -0.40, -1.06, -1.26, -0.98, -0.16, -0.55, -0.84, -2.14, -0.31, -0.47, 0.51, 0.32, 0.40, 0.31, 0.39, 0.64, 0.28, 0.34, 0.17, 0.26, 0.59, 0.45, 0.38, 0.34, 0.49, 0.39, 0.55, 0.48, 0.55, 0.33, 0.39, 0.48, 0.33, 0.36, 0.30, 0.56, 0.14, 0.45, 0.34, 0.28, 0.38, 0.56, 0.36, 0.42], "homo_energy_ev": [-14.77, -14.77], "homo_lumo_gap_ha": [0.196, 0.196], "total_charge": 2, "fmax_ha_per_bohr": 0.0444, "de_lowest_ev": 2.563, "e_lumo_ev": [-9.4452, -9.4440], "e_tot_ha": -3603.69534}

---

{"formula": "C22H34MoN2O5P2", "method": "ωB97M-V/def2-TZVPD", "elements": ["Mo", "P", "P", "O", "O", "O", "O", "O", "N", "N", "C", "C", "C", "C", "C", "C", "C", "C", "C", "C", "C", "C", "C", "C", "C", "C", "C", "C", "C", "C", "C", "C", "H", "H", "H", "H", "H", "H", "H", "H", "H", "H", "H", "H", "H", "H", "H", "H", "H", "H", "H", "H", "H", "H", "H", "H", "H", "H", "H", "H", "H", "H", "H", "H", "H", "H"], "positions_angstrom": [[-0.05004, 0.63732, 0.27131], [2.47183, 0.07742, -0.15181], [-2.89630, -0.09758, 0.55668], [3.45580, -6.42796, 5.74178], [2.31400, -5.35249, 7.30532], [0.56821, -2.62155, 0.73179], [-0.14276, -1.19479, 2.36253], [1.37663, 2.36918, 0.95146], [2.61322, -5.56988, 6.10788], [-0.44589, 0.17956, -1.42800], [-0.74052, 0.17737, -3.80924], [-0.48024, 3.47060, 2.00820], [0.60895, -2.98765, 4.33864], [0.96514, -3.18783, 3.00208], [3.48333, -0.34569, 1.31719], [-0.88138, -0.53612, -5.00256], [1.98376, -4.80932, 5.07886], [3.32820, 1.50076, -0.94022], [-3.13390, -1.36782, -0.61627], [1.06128, -3.78564, 5.36320], [1.87828, -4.23372, 2.69068], [-0.30829, -1.89411, -2.59625], [0.74694, 2.56526, 2.03619], [-0.73884, -1.95001, -4.98057], [0.96678, 1.75463, 3.29397], [-3.59143, 1.49322, 0.16033], [2.38542, -5.05609, 3.72952], [2.95080, -1.21387, -1.36816], [0.43073, -2.26730, 1.95159], [-0.45373, -2.62450, -3.77343], [-0.48890, -0.48961, -2.57734], [-3.26067, -0.60574, 2.22561], [4.55102, -0.22714, 1.07706], [2.59716, -2.18530, -0.99877], [4.29040, 1.16811, -1.34692], [-2.80198, -1.58365, 2.41464], [-2.48269, -2.23174, -0.44479], [3.27978, -1.38768, 1.59570], [2.23289, -4.41989, 1.65363], [1.99923, 1.87241, 3.68180], [4.05002, -1.19629, -1.47942], [-3.16403, 2.31746, 0.75437], [-1.07155, 3.37089, 2.94694], [3.21173, 0.30358, 2.15898], [0.79059, 0.65806, 3.16285], [2.67736, 1.85493, -1.74399], [-0.82352, 1.25725, -3.81009], [-4.65963, 1.38159, 0.39292], [-0.09567, 4.52335, 1.88115], [2.46987, -0.98197, -2.32960], [-1.17503, 3.27290, 1.14785], [-0.02251, -2.16331, 4.56853], [-0.06066, -2.39578, -1.66793], [3.10294, -5.88100, 3.52682], [-1.59357, 0.20443, 1.03452], [-4.18468, -1.65649, -0.46220], [-2.82667, 0.09507, 2.94918], [-1.08982, -0.02595, -5.96225], [0.21064, 2.11854, 4.02195], [-0.83200, -2.53230, -5.92547], [-3.44651, 1.71086, -0.90855], [-4.35029, -0.61421, 2.30128], [0.75214, -3.63483, 6.38588], [3.46582, 2.30873, -0.21561], [-0.33931, -3.72571, -3.78192], [-3.01221, -1.00178, -1.64086]], "forces_ev_per_a": [[3.0, -1.0, 0.1], [-0.4, 0.2, -0.5], [2.7, 1.1, 1.0], [-1.6, 1.6, 1.1], [0.5, -0.4, -2.4], [-0.2, 0.8, 2.3], [0.5, -0.1, -0.7], [0.0, -0.1, 0.5], [1.3, -1.8, 1.9], [-0.6, 0.7, 1.2], [-0.1, -0.4, -0.5], [-0.2, 1.3, -0.2], [0.1, -0.3, -0.5], [1.2, -1.1, 0.5], [0.0, 0.1, -0.1], [0.2, -0.9, 0.3], [-0.5, 1.0, -2.4], [0.0, -0.1, 0.4], [-0.9, -0.5, -0.6], [1.0, -1.0, 0.2], [0.1, -0.4, 0.6], [-0.2, -0.4, -0.3], [-2.3, -1.7, -1.0], [-0.1, 0.0, -0.5], [0.1, 0.0, 0.5], [-1.0, 0.0, -0.3], [-0.3, 0.5, 0.2], [-0.1, 0.0, 0.3], [-0.3, 0.2, -2.6], [-0.1, 0.4, -0.6], [0.1, -0.3, -1.4], [-1.1, -0.2, 0.2], [-0.3, -0.1, 0.2], [0.1, 0.2, -0.2], [-0.1, 0.2, 0.1], [-0.2, 0.2, -0.1], [0.0, 0.3, 0.1], [0.0, 0.2, -0.1], [-0.6, 0.3, 0.9], [-0.5, 0.0, 0.0], [-0.5, -0.2, 0.0], [-0.1, -0.6, -0.1], [0.4, 0.3, -0.7], [0.1, -0.1, -0.2], [0.2, 0.7, -0.1], [0.2, 0.0, 0.0], [0.0, 0.0, 0.1], [0.0, 0.5, -0.3], [-0.6, -0.6, 0.3], [0.1, -0.1, 0.3], [0.9, 0.3, 0.7], [-0.5, 0.5, 0.1], [0.0, 0.1, 0.1], [-0.7, 0.9, 0.2], [0.2, 0.1, 0.2], [0.1, -0.3, -0.3], [-0.1, 0.0, -0.4], [0.2, -0.3, 0.8], [0.8, -0.4, -0.1], [0.0, 0.6, 0.8], [-0.1, -0.1, 0.3], [0.0, -0.3, 0.5], [0.0, 0.1, 0.1], [0.0, -0.2, -0.2], [0.0, 0.8, 0.1], [0.1, 0.0, 0.2]], "nbo_charge": [0.66, 1.02, 1.43, -0.38, -0.38, -0.72, -0.80, -0.66, 0.50, -0.70, -0.22, -0.69, -0.21, -0.04, -0.94, -0.22, 0.01, -0.93, -0.99, -0.18, -0.20, -0.29, 0.39, -0.28, -0.73, -0.97, -0.18, -0.94, 0.73, -0.19, 0.09, -0.96, 0.23, 0.26, 0.22, 0.29, 0.31, 0.25, 0.24, 0.22, 0.22, 0.28, 0.21, 0.24, 0.27, 0.25, 0.20, 0.24, 0.22, 0.25, 0.21, 0.23, 0.24, 0.25, -0.04, 0.25, 0.28, 0.21, 0.21, 0.21, 0.28, 0.23, 0.24, 0.25, 0.21, 0.30], "homo_energy_ev": [-5.70, -5.50], "homo_lumo_gap_ha": [0.182, 0.175], "total_charge": 0, "fmax_ha_per_bohr": 0.0614, "e_lumo_ev": [-0.7351, -0.7370], "multiplicity": 3, "e_tot_ha": -2095.07188}